Entry 1:
18
Properties=species:S:1:pos:R:3:forces:R:3 method="wB97M-V/def2-TZVPD" orbital_gap_ev="7.3 / 7.3" lumo_energy_ev="-9.381 / -13.820" spin_multiplicity=3 charge=+2
C -1.210346 1.021352 -0.856962 4.104 2.468 -1.142
C -1.678830 -0.034811 -0.218036 -3.636 -4.273 2.019
C 0.237912 0.905012 -0.852892 -1.732 -3.135 1.350
C 1.858348 -0.865465 -0.112978 2.707 -1.372 -1.034
C -0.688379 -0.939360 0.303170 2.603 -1.623 -0.783
C -0.578829 -0.789484 1.787905 0.921 0.484 0.556
N 0.718576 -0.350127 -0.239148 -5.143 2.672 -1.517
N 1.028381 1.769545 -1.362316 2.481 1.913 -1.519
H -1.821460 1.833636 -1.170486 -0.063 0.765 -0.572
H -2.745371 -0.206788 -0.079048 0.217 -0.223 0.074
H 1.889193 -1.873665 0.279324 0.014 -0.010 0.430
H 2.840756 -0.554675 -0.592375 -1.480 0.336 0.746
H -0.789760 -2.022978 0.007506 0.051 1.032 -0.033
H -0.201782 -1.635085 2.369592 -0.054 0.228 -0.332
H -1.497613 -0.439829 2.089787 -2.523 -0.180 1.449
H -0.059458 0.145220 1.930250 0.948 0.019 0.509
H 0.673365 2.389372 -2.093292 0.571 0.230 0.239
H 2.025298 1.648130 -1.190000 0.013 0.668 -0.441


Entry 2:
19
Properties=species:S:1:pos:R:3:forces:R:3 method="wB97M-V/def2-TZVPD" orbital_gap_ev=8.5 lumo_energy_ev=0.819 smiles="C=CC(=C)N(O)C(=C)N"
N -0.010021 -0.376630 -0.274859 -2.548 0.379 -1.029
C -1.437579 -0.315687 -0.643687 0.251 1.324 0.283
C 0.571594 0.472783 0.657226 2.361 0.579 0.908
N -2.101608 -1.517860 -0.814414 1.122 -1.048 0.411
C 2.105751 0.595966 0.650959 -0.567 -0.540 -0.278
C -2.085251 0.831471 -0.901553 0.728 0.491 0.148
C -0.055927 1.242924 1.561568 -0.553 -0.553 -0.157
C 3.006196 -0.075234 -0.073794 -0.418 0.213 -0.062
O 0.525528 -1.674742 -0.354904 -0.370 -0.114 -0.248
H 0.350193 -1.889800 -1.289635 0.406 -0.101 0.351
H -3.113400 -1.439355 -0.824504 0.477 -0.047 0.137
H -1.711166 -2.207842 -0.174937 -0.599 -0.126 -0.253
H 2.505156 1.317098 1.364240 -0.367 -0.134 0.003
H -3.113113 0.841097 -1.248783 0.128 -0.207 0.197
H -1.599595 1.794611 -0.794312 0.010 -0.191 -0.110
H -1.130835 1.204599 1.693165 0.051 0.048 -0.143
H 0.486271 1.888145 2.243907 0.115 -0.077 -0.362
H 2.738612 -0.796765 -0.836228 -0.049 0.015 0.177
H 4.069194 0.105221 0.060544 -0.178 0.090 0.028


Entry 3:
19
Properties=species:S:1:pos:R:3:forces:R:3 method="wB97M-V/def2-TZVPD" orbital_gap_ev=9.5 lumo_energy_ev=0.506
C 2.020747 0.386603 1.135491 -0.150 -0.929 0.366
C 0.033205 1.452475 -1.814567 0.010 0.245 0.041
C -2.213030 -1.000238 0.902971 0.199 0.043 0.226
C 0.339204 0.998156 -0.428896 2.632 -1.204 -0.316
C -0.991157 -0.343197 0.363066 1.375 -0.552 -0.245
C 0.256875 -1.323503 -0.431467 -4.261 -0.932 1.169
N -0.729617 0.911550 0.479969 -0.322 -0.881 -0.678
N 1.494880 0.367633 -0.229173 -0.924 3.071 -0.133
O -0.041080 -1.902239 -1.459287 0.993 1.095 0.463
H 0.869745 -1.771114 0.360955 0.581 0.176 -0.233
H 2.519857 -0.566204 1.322483 0.207 0.063 -0.020
H 1.306339 0.512028 1.956418 -0.264 0.083 -0.253
H 2.760398 1.183369 1.240249 0.004 -0.096 -0.266
H -0.031217 0.559274 -2.450558 -0.078 0.009 0.129
H -0.906982 2.003132 -1.852786 0.088 -0.060 -0.049
H 0.863156 2.054997 -2.190433 -0.165 -0.038 0.013
H -2.861320 -1.290796 0.071815 0.074 -0.030 0.054
H -1.937545 -1.906175 1.449659 -0.063 -0.013 -0.096
H -2.752459 -0.325750 1.574093 0.065 -0.050 -0.171


Entry 4:
19
Properties=species:S:1:pos:R:3:forces:R:3 method="wB97M-V/def2-TZVPD" orbital_gap_ev=10.5 lumo_energy_ev=0.611 smiles="[H]/N=C/[C@](C)(C#N)[C@H](C)O"
C 0.724875 -1.946810 -0.392795 0.222 -1.672 -1.160
C 1.943894 0.209827 0.205073 -3.128 -1.589 -1.036
C -1.859871 -0.072070 -1.002447 0.974 2.497 -0.692
C -0.084118 -0.569685 1.495758 1.312 2.402 0.869
C -0.458909 0.428026 -0.860625 1.919 -1.802 -0.077
C 0.463816 -0.550211 0.093997 1.625 1.593 -1.083
N 0.950247 -3.040917 -0.765861 -0.643 3.090 1.146
N 2.421925 0.877552 -0.727170 -2.316 -0.824 -0.701
O 0.163936 0.533768 -2.153532 -1.661 -0.171 0.893
H 2.244184 -0.013084 1.188222 1.476 0.201 1.281
H -2.480274 0.786361 -1.189003 -0.583 0.295 0.126
H -1.859084 -0.598966 -1.876670 -0.271 -1.878 -2.259
H -2.204139 -0.633144 -0.220050 -0.888 -1.336 2.059
H -0.817454 -1.252667 1.684064 -1.761 -2.233 0.306
H 0.633869 -0.572296 2.334674 0.206 -0.656 -0.608
H -0.561893 0.379082 1.704823 -0.305 0.546 -0.273
H -0.496664 1.394423 -0.381104 0.503 0.339 0.461
H 3.253086 1.335130 -0.586317 2.614 1.164 0.809
H 0.918371 1.103950 -2.013476 0.704 0.035 -0.062


Entry 5:
19
Properties=species:S:1:pos:R:3:forces:R:3 method="wB97M-V/def2-TZVPD" orbital_gap_ev="7.9 / 7.9" lumo_energy_ev="-0.375 / -0.374"
C 3.167135 0.745531 0.241623 -2.133 -0.558 0.877
C 2.101303 0.454921 1.092597 -0.739 0.445 0.414
C 1.796948 -0.546544 -0.822380 1.540 0.519 0.657
C -1.368222 0.205687 -1.372972 2.655 -1.535 0.481
C -2.419844 -0.452466 0.807821 -1.432 -0.805 2.938
C -1.436295 0.317351 0.095921 4.168 -0.670 2.092
N 2.951389 0.082809 -0.936349 0.525 0.257 -0.563
N 1.274070 -0.355669 0.386579 -0.103 -0.242 0.118
O 0.137507 -0.911421 0.807067 -1.850 1.517 -0.872
H 3.930895 1.451837 0.484095 0.587 -0.036 -0.392
H 1.614860 0.734416 2.027186 1.102 0.329 0.068
H 1.367825 -1.282292 -1.415978 -0.406 -0.958 -1.394
H -1.831863 1.012879 -1.806603 -0.991 2.208 -1.163
H -0.320401 0.090338 -1.837475 -1.342 0.592 1.081
H -1.899566 -0.668445 -1.665939 -0.549 -0.787 -0.237
H -2.356783 -0.257435 1.935521 -0.137 -0.167 -1.603
H -2.352151 -1.561258 0.728024 0.251 0.762 -0.490
H -3.430408 -0.178423 0.491954 -0.100 0.034 -0.082
H -0.926406 1.118186 0.759304 -1.046 -0.905 -1.930


Entry 6:
20
Properties=species:S:1:pos:R:3:forces:R:3 method="wB97M-V/def2-TZVPD" orbital_gap_ev=9.4 lumo_energy_ev=0.619
C 0.147942 -0.378250 -2.157918 3.351 0.715 -1.150
C 1.052977 -0.168544 -0.913420 4.601 0.696 0.554
C -0.448569 1.103540 0.548471 -7.642 -6.770 -2.578
C -1.417581 0.511424 1.690641 6.499 8.416 3.842
C -0.507714 -0.403407 2.512109 6.393 6.052 -6.365
C 0.599043 -0.828298 1.363970 -5.509 3.144 2.023
H 2.072709 -0.184928 -3.330250 -5.246 -0.734 -0.282
H 0.444277 -0.633564 -4.276085 0.508 0.404 1.241
H 1.847896 -1.020799 -0.670877 -1.713 1.360 -1.207
H 1.715372 0.814267 -0.786237 -0.814 -1.731 -2.231
H -1.595487 0.814174 -0.442730 3.778 2.139 1.949
H -0.274778 2.059857 0.742842 1.972 3.974 -0.011
H -1.747613 1.585615 2.342224 0.191 -3.573 -1.895
H -2.066361 0.051330 1.170968 -5.369 -3.265 -2.584
H -0.138789 0.180658 3.258105 1.440 0.928 2.413
H -1.226775 -0.920593 2.699304 -6.697 -8.181 3.411
N 0.867580 -0.319011 -3.381563 3.673 0.256 1.005
N 0.414978 -0.004238 0.300950 -1.756 1.236 1.808
O -1.025856 -0.513779 -2.080122 -1.558 -0.613 -0.067
O 1.286750 -1.745454 1.409617 3.899 -4.453 0.123


Entry 7:
20
Properties=species:S:1:pos:R:3:forces:R:3 method="wB97M-V/def2-TZVPD" orbital_gap_ev="7.9 / 7.9" lumo_energy_ev="0.251 / 0.235"
C 1.144212 0.591195 -0.815193 -1.957 -1.940 1.304
C 1.806664 -0.006748 0.351029 -0.748 -0.031 1.635
C 1.657179 1.441851 -1.654895 -1.438 0.190 -1.014
C -0.654556 -1.477486 0.136126 -1.769 0.401 -2.362
C 0.738471 -1.978619 -0.239382 -0.217 0.232 -0.965
C -1.808909 1.098262 1.320953 1.269 1.061 1.116
N -0.939251 -0.209021 -0.600405 3.971 -2.072 -1.695
N -1.748193 0.573819 -0.048947 -2.785 5.252 -1.309
O 2.151415 0.695632 1.268939 0.730 -0.038 -0.053
O 1.707955 -1.390672 0.642049 -0.349 1.796 -2.348
H 1.133851 2.025911 -2.427396 0.065 -0.432 0.484
H 2.692865 1.509955 -1.612831 1.948 0.619 -0.140
H -1.515995 -2.131716 -0.290486 1.581 0.571 0.840
H -0.874907 -1.254674 1.157745 0.521 -0.622 1.085
H 0.875366 -3.006030 -0.039991 -0.331 -1.312 0.157
H 0.889337 -1.865532 -1.404179 -0.014 0.284 2.323
H -2.257054 2.122775 1.249836 -0.332 -1.254 0.144
H -2.289774 0.441968 2.102762 0.363 0.704 -1.104
H -0.777185 1.401279 1.667967 -0.627 -0.824 -0.241
H -1.931496 1.417855 -0.763704 0.119 -2.587 2.143


Entry 8:
20
Properties=species:S:1:pos:R:3:forces:R:3 method="wB97M-V/def2-TZVPD" orbital_gap_ev="8.3 / 6.6" lumo_energy_ev="0.215 / -0.692"
C 1.591077 -1.567326 0.231278 0.412 -3.934 -0.951
C 1.546834 -0.237682 0.221211 0.855 4.619 -0.160
C 1.392184 -2.844262 -0.049714 -0.914 1.351 0.827
C -1.191579 0.046897 0.575213 -0.022 -3.255 0.804
C -0.182933 -0.139216 1.762507 -1.939 1.603 0.444
C -0.697589 2.241593 -1.224794 0.591 1.143 -2.739
N -0.516904 -0.114630 -0.674961 -1.387 -2.237 0.061
N -0.282345 0.872323 -1.452117 -0.033 -0.539 -0.569
O 1.992505 0.581726 -0.606807 0.690 -1.212 0.281
O 1.036887 0.396007 1.384277 0.317 -0.312 0.529
H 0.342795 -3.040598 -0.330670 0.441 -0.235 -0.293
H 2.015890 -3.722380 0.155667 0.045 0.668 -0.081
H -1.971921 -0.824604 0.760041 1.357 1.673 -0.860
H -1.687454 0.933554 0.626313 -1.456 2.572 0.445
H -0.619379 0.412302 2.697865 1.088 -1.169 -1.572
H -0.173372 -1.202872 1.868665 0.443 -0.745 0.796
H -0.066051 2.758661 -0.504223 0.357 0.019 -0.341
H -0.807730 2.831029 -2.282520 0.470 -1.506 2.773
H -1.641198 2.133126 -0.783195 -1.659 0.528 0.382
H -0.079716 0.486352 -2.374037 0.344 0.967 0.225


Entry 9:
20
Properties=species:S:1:pos:R:3:forces:R:3 method="wB97M-V/def2-TZVPD" orbital_gap_ev=10.9 lumo_energy_ev=0.794
C -2.608663 -0.135410 1.042089 4.026 0.856 -0.058
C -2.364288 0.239726 -0.438305 -1.520 1.947 0.737
C -0.042570 1.046562 -0.726255 2.874 2.999 0.503
C 2.396974 -0.111725 -0.560487 -0.898 -0.784 -1.622
C 2.734202 -0.110908 0.875911 0.961 1.083 2.726
C -0.185539 -0.869831 -0.824487 0.497 -5.249 -0.524
H -2.269607 -1.189862 1.141607 -0.295 0.618 0.149
H -3.636226 -0.072725 1.238387 -1.290 0.331 0.699
H -1.885878 0.524225 1.730085 -2.008 -1.326 -1.216
H -2.738047 1.208777 -0.827634 -0.107 -0.176 1.027
H -2.888459 -0.425975 -1.018592 -1.423 -1.849 -1.339
H 2.811981 -0.924803 -1.177656 -0.227 -0.065 0.499
H 2.752509 0.785998 -1.072950 -0.242 0.154 0.237
H 2.007655 0.733840 1.313146 2.136 -1.659 -0.436
H 2.462459 -1.077697 1.423626 0.458 1.272 -0.916
H 3.902501 0.121213 1.029091 -2.765 -0.378 -0.057
N -1.058462 0.194552 -0.913288 0.141 -0.459 -0.295
N 0.929914 -0.120939 -0.654997 -0.473 3.389 -0.431
O 0.059814 2.259736 -0.660532 0.021 -2.614 0.009
O -0.380263 -2.074748 -0.918756 0.136 1.910 0.309


Entry 10:
20
Properties=species:S:1:pos:R:3:forces:R:3 method="wB97M-V/def2-TZVPD" orbital_gap_ev=9.7 lumo_energy_ev=0.502
C -2.063291 1.655728 -0.268082 0.123 0.341 -0.027
O -2.041897 0.253236 -0.143726 -0.206 -0.229 0.000
C -1.002147 -0.232942 0.634885 -0.103 0.203 -0.020
C -0.992510 -1.775432 0.782629 -0.106 -0.183 -0.002
C 0.414475 -1.792756 0.195906 0.560 -0.202 0.483
N 0.339855 -1.211770 -1.134286 -0.313 -0.059 -0.499
C 0.412979 -0.302189 0.013395 -0.333 0.600 -0.661
C 1.469740 0.674588 0.216260 3.571 -0.025 3.639
N 2.326319 0.972344 1.033023 -2.011 -0.227 -1.332
H -2.132847 2.140197 0.720414 0.010 -0.080 -0.208
H -1.159672 2.024352 -0.781069 -0.188 -0.045 0.101
H -2.943456 1.920018 -0.865164 0.245 -0.089 0.170
H -0.955928 0.280016 1.610261 0.046 -0.114 -0.183
H -1.045543 -2.100924 1.826832 0.036 0.090 -0.248
H -1.746068 -2.299344 0.181017 0.227 0.206 0.117
H 1.253014 -2.425994 0.484997 -0.247 0.240 -0.057
H 1.246999 -1.298265 -1.592976 -0.072 0.157 0.248
O 2.659980 1.404706 -1.184387 -0.142 0.606 0.326
H 3.246070 1.488268 0.018615 -2.203 -1.156 -1.720
H 2.713930 0.626162 -1.748544 1.105 -0.035 -0.128


Computed energy relative to the best compared isomer or geometry (same formula, charge and spin), in the same sequence as the records: 0.0, 389.7, 342.4, 220.7, 445.8, 642.6, 621.4, 699.7, 155.3, 651.6 kJ/mol.